[1]
C6H15N2 | ωB97M-V/def2-TZVPD

Structure (XYZ):
```
23
Properties=species:S:1:pos:R:3:forces:R:3:nbo_charge:R:1
C -0.3958 1.9210 1.4600 -0.5 -0.3 -0.5 -0.601
C 0.4950 0.6821 1.7393 -0.7 1.2 0.8 -0.460
C 0.4260 -0.3447 0.6403 0.5 0.4 0.4 -0.136
C -0.1171 -1.6007 1.0048 -1.2 1.1 -0.3 0.303
N -0.5247 -2.6031 0.2225 1.9 -0.8 -0.2 -0.707
C 1.0305 -0.1269 -0.5800 -0.3 -0.4 0.8 0.053
C 1.4461 1.1570 -1.1363 1.2 0.6 -0.8 -0.748
N -1.7866 -0.8749 -2.3395 -1.2 1.4 1.4 -0.337
H -1.4135 1.7714 1.8337 0.2 0.0 0.0 0.232
H -0.0268 2.8704 1.8270 0.3 -0.1 0.5 0.261
H 0.1777 0.2502 2.6913 -0.1 -0.2 -0.2 0.243
H 1.5035 1.0345 1.9767 0.2 -0.3 -0.6 0.265
H -0.5339 -1.6718 2.0095 0.9 -0.4 0.3 0.252
H -0.3415 -2.5807 -0.7726 0.4 0.4 -0.2 0.379
H -0.0439 -3.4494 0.5613 -1.4 -0.6 0.3 0.457
H 1.3768 -1.0113 -1.1070 -0.4 -0.2 -0.4 0.224
H -2.2365 -1.4498 -1.6151 0.2 -0.5 -0.4 0.421
H 1.9236 1.8645 -0.4546 -0.2 -0.2 0.5 0.304
H 0.6726 1.7864 -1.6002 -0.3 -0.4 0.1 0.288
H 2.1933 0.9731 -1.9099 -0.1 0.1 -0.1 0.272
H -0.4846 2.0742 0.3876 -0.1 0.0 -0.2 0.184
H -0.8818 -0.4672 -2.0948 0.5 -0.3 -0.5 0.410
H -2.4584 -0.2045 -2.7441 0.2 -0.3 -0.7 0.440
```
Forces are in eV/Å.

Properties
frontier orbital gap (spin up / spin down) = 8.16 / 4.34 eV
energy relative to the best compared isomer or geometry (same formula, charge and spin) = 435.36 kJ/mol
total charge = +2
multiplicity = 2

[2]
C3H12N2O2 | ωB97M-V/def2-TZVPD

Structure (XYZ):
```
19
Properties=species:S:1:pos:R:3:forces:R:3:nbo_charge:R:1
N 0.4929 0.1270 2.0426 0.6 -1.5 1.6 -0.854
C 0.9136 1.0156 1.0004 0.1 0.3 -0.9 -0.255
C -0.2036 1.2861 -0.0202 -1.2 -1.3 0.3 -0.073
N 0.0030 2.6417 -0.5025 -2.3 1.3 -0.4 -0.860
C -0.2570 0.0390 -1.1087 2.0 2.6 3.7 -0.078
O 1.0832 -0.3211 -1.3551 0.5 -0.4 -1.0 -0.721
H 0.6807 0.4964 2.9793 -0.2 0.0 -0.5 0.365
H 0.9956 -0.7901 2.0458 -0.6 1.2 -0.3 0.361
H 1.8235 0.6616 0.5226 0.0 -0.2 -0.2 0.178
H 1.1828 2.0222 1.2730 0.0 0.3 1.1 0.208
H -1.1741 1.3341 0.6187 1.5 -0.4 -1.2 0.200
H 0.3995 2.7909 -1.3996 1.1 -0.6 -0.9 0.351
H -0.9247 3.0823 -0.6810 0.8 -0.4 0.6 0.360
H -0.6192 -0.7492 -0.4911 -1.0 -0.8 -0.3 0.191
H -0.7570 0.3570 -1.9695 -1.2 0.0 -1.3 0.168
H 1.6285 0.4713 -1.4329 -0.2 -0.2 -0.2 0.458
O -1.9304 -4.5877 -0.6780 0.4 -0.7 0.4 -0.988
H -2.2810 -5.5452 -0.6188 1.8 2.4 0.4 0.493
H -1.0563 -4.3318 -0.2250 -2.2 -1.7 -0.9 0.495
```
Forces are in eV/Å.

Properties
frontier orbital gap = 9.67 eV
energy relative to the best compared isomer or geometry (same formula, charge and spin) = 243.69 kJ/mol
SMILES = NC[C@@H](N)CO.O

[3]
C6H7NO | ωB97M-V/def2-TZVPD

Structure (XYZ):
```
15
Properties=species:S:1:pos:R:3:forces:R:3:nbo_charge:R:1
C 1.6902 -0.1523 0.1343 1.4 -0.5 -3.0 0.681
C -0.3496 -0.9192 0.5538 0.4 -3.0 2.9 -0.049
C -1.4986 -0.3988 -0.2719 0.6 1.8 -2.2 -0.476
C -0.8801 0.9949 -0.5476 -0.7 -1.5 1.8 -0.173
C 0.0647 1.3322 0.3232 -0.8 2.3 -1.0 -0.200
C 0.5151 0.2234 1.1331 1.9 0.5 -0.4 -0.344
H 1.1011 -1.3520 -1.7141 -1.3 -0.1 4.9 0.328
H -0.5879 -1.8258 1.2572 0.4 1.7 -1.3 0.219
H -1.2781 -0.9749 -1.2604 -1.6 0.7 1.3 0.232
H -2.6442 -0.1327 0.0088 2.8 -1.7 -0.2 0.260
H -1.3733 1.4758 -1.3106 -0.4 1.9 -1.5 0.207
H 0.6512 2.2493 0.3115 -0.3 -0.1 0.0 0.237
H 0.9888 0.4090 2.0691 -0.8 -0.1 1.3 0.253
N 0.8788 -1.2374 -0.2272 2.4 -0.2 -5.7 -0.580
O 2.7220 0.3084 -0.4591 -4.2 -1.8 3.1 -0.597
```
Forces are in eV/Å.

Properties
frontier orbital gap = 9.27 eV
energy relative to the best compared isomer or geometry (same formula, charge and spin) = 461.62 kJ/mol

[4]
H29O14 | ωB97M-V/def2-TZVPD

Structure (XYZ):
```
43
Properties=species:S:1:pos:R:3:forces:R:3:nbo_charge:R:1
O -4.3038 0.5784 0.5979 0.6 2.4 -4.1 -0.957
H 1.0940 1.8421 -0.4864 0.0 0.2 -1.3 0.491
O 3.1241 0.5146 -2.5162 1.2 3.6 0.8 -1.003
H -3.9798 0.3261 -1.7493 1.1 -0.8 2.7 0.469
H 2.8514 -1.8316 2.1059 -0.4 1.1 1.3 0.476
O -2.0265 -2.3622 1.1492 0.1 1.7 2.9 -0.986
H 1.1161 -1.8890 -2.7797 -0.9 2.3 2.9 0.494
H -2.7944 -2.7339 1.5893 0.0 -0.3 -0.6 0.474
O -4.0276 0.0704 -2.6452 -0.1 0.1 -0.9 -0.929
H 0.6288 5.0200 0.9851 -0.6 0.1 -0.2 0.479
H -4.6851 0.7360 -2.7711 -1.2 0.7 -1.8 0.460
O -0.5229 -0.2940 3.6873 -0.7 4.5 0.2 -0.961
H -0.7848 0.2963 2.9179 0.6 -1.4 1.2 0.468
H -0.4303 -1.1403 3.3703 0.0 -3.2 -1.5 0.455
O 2.4369 1.2411 2.5892 0.1 1.6 -0.6 -1.011
H 1.5950 -1.3952 2.9645 2.4 0.9 1.1 0.460
H 0.1710 -0.8467 -1.8092 -0.8 -0.1 -0.5 0.489
O 3.8046 -1.5044 -2.6691 2.3 -1.4 2.9 -0.996
H 4.2963 -0.6025 -2.5208 -1.5 -2.5 -0.6 0.503
H 2.4038 -0.0665 -2.6954 -1.3 -0.3 -0.3 0.521
O 1.0185 2.1173 0.4096 0.8 -2.1 1.7 -1.035
H 0.7260 2.9930 0.5656 -0.7 1.6 -0.7 0.491
H 2.8199 -0.1846 2.9966 -0.9 -2.0 0.3 0.532
O -0.0661 4.5769 0.4724 12.0 -2.9 -4.2 -0.918
H -3.7605 0.2982 1.2554 2.2 -1.5 3.0 0.479
H -5.1762 0.3749 0.7615 -2.7 -0.8 0.9 0.475
O -1.5074 1.5314 -1.1998 3.2 -0.6 -2.9 -0.953
H -3.9963 -2.0833 -2.6930 -1.0 1.5 -1.6 0.485
H -1.8896 -2.7012 0.3073 -0.1 -1.2 -2.3 0.473
O 1.0243 -1.2548 -1.9289 1.6 -2.3 -2.4 -1.037
H 2.3895 2.1470 2.9725 0.2 -1.0 0.2 0.482
H 2.3228 -3.0491 0.4664 0.1 -0.5 -0.4 0.455
O 2.3433 -2.1662 0.8512 -0.1 -1.6 3.2 -1.135
H -0.8049 4.7798 0.7541 -11.4 3.3 4.5 0.454
H 2.4726 -1.5086 0.2191 0.3 2.1 -2.5 0.466
O -3.4970 -2.5535 -2.0790 -1.3 -2.3 2.4 -0.947
H 3.0473 1.4362 -2.7554 -0.8 0.1 -0.3 0.473
H -2.6065 -2.4050 -2.2341 2.5 0.6 -0.7 0.458
O 2.6379 -1.2526 3.1750 -1.5 0.0 -2.9 -0.974
H -1.1137 1.9488 -0.4795 0.6 0.9 2.1 0.472
H 2.2730 1.4561 1.6348 -0.2 -0.6 0.4 0.510
H -2.3886 1.3887 -1.0873 -3.6 -0.4 0.9 0.467
H 3.7651 -1.8484 -1.6986 0.1 0.6 -2.5 0.432
```
Forces are in eV/Å.

Properties
frontier orbital gap (spin up / spin down) = 2.92 / 9.57 eV
energy relative to the best compared isomer or geometry (same formula, charge and spin) = 243.59 kJ/mol
multiplicity = 2

[5]
C7H8FN2O4S | ωB97M-V/def2-TZVPD

Structure (XYZ):
```
23
Properties=species:S:1:pos:R:3:forces:R:3:nbo_charge:R:1
F -4.6267 0.8976 2.4756 1.4 0.4 0.3 -0.539
S -3.1136 0.5054 3.0660 -0.1 -0.8 -1.6 2.358
C -2.0704 0.9672 1.7491 -1.6 0.3 -0.6 -0.817
C -0.7338 0.6437 1.5495 1.4 0.6 1.4 -0.192
O -2.9278 1.3767 4.2023 -0.5 -0.7 -0.6 -0.917
O -3.2799 -0.9172 3.2065 0.5 0.5 0.8 -0.924
H -2.5908 1.7090 1.1434 0.4 0.3 0.5 0.220
H -0.0411 1.4993 1.4625 -0.4 -0.3 0.0 0.163
H -0.3081 -0.2195 2.0929 -0.5 1.0 0.5 0.257
C 2.0778 0.6908 -3.1464 0.3 0.4 -0.4 -0.629
C 1.5616 -0.0175 -1.9206 -0.3 0.2 0.5 -0.262
C 0.8291 0.5875 -0.9180 -0.2 -0.3 -0.5 0.111
N 0.2003 -0.0725 0.0785 -0.1 -1.2 0.4 -0.522
C 0.5700 -1.3649 0.3820 -0.1 0.1 -0.2 0.768
O 0.3271 -1.9475 1.4454 0.2 0.2 -1.2 -0.665
N 1.2818 -2.0076 -0.6331 -0.1 0.0 0.2 -0.633
C 1.7726 -1.4608 -1.8144 -0.2 0.3 -0.2 0.640
O 2.3286 -2.1728 -2.6514 -0.1 0.2 0.4 -0.667
H 2.5494 -0.0484 -3.8325 -0.4 0.5 0.5 0.244
H 1.2503 1.1951 -3.6978 0.6 -0.3 0.3 0.203
H 2.8441 1.4634 -2.9027 -0.5 -0.5 -0.2 0.202
H 0.6638 1.6819 -0.8656 0.1 -0.6 -0.4 0.188
H 1.4357 -2.9889 -0.4714 0.2 -0.1 -0.1 0.413
```
Forces are in eV/Å.

Properties
frontier orbital gap = 7.71 eV
total charge = -1

[6]
C6H13N3 | ωB97M-V/def2-TZVPD

Structure (XYZ):
```
22
Properties=species:S:1:pos:R:3:forces:R:3:nbo_charge:R:1
C 3.6112 0.3305 -0.1165 -2.3 0.6 0.6 0.133
C -0.6214 1.5878 0.6204 2.3 0.0 -5.0 -0.595
C -0.6321 0.0029 -1.6245 -3.5 2.3 2.2 -0.588
C -1.7218 -0.5317 0.5668 1.0 -2.2 -0.7 -0.596
C 0.6408 -0.7361 0.3105 1.5 2.5 3.4 0.036
C -0.5013 0.1624 -0.0828 -2.3 -0.8 1.9 -0.108
N 2.4355 0.9100 -0.0674 0.1 1.7 -0.5 -0.309
N 3.0915 -0.9234 -0.0504 -0.3 -1.2 0.3 -0.430
N 1.8450 -0.3195 -0.2108 0.0 -1.5 -0.2 -0.134
H 4.5022 0.8371 -0.2205 2.1 0.2 0.0 0.211
H -0.2870 1.5203 1.5842 0.4 -0.3 2.6 0.223
H -1.5785 2.0458 0.4695 -0.6 -0.1 0.2 0.208
H 0.1294 2.2324 0.0901 -0.6 -0.2 0.6 0.222
H -1.4933 0.6783 -1.9498 1.2 -1.0 0.1 0.213
H -0.7648 -0.9799 -1.9542 -0.9 -1.8 0.0 0.208
H 0.2345 0.2465 -2.0553 3.3 1.7 -1.9 0.210
H -1.7220 -1.6570 0.6189 0.0 0.8 -1.0 0.194
H -1.7748 -0.3478 1.5749 0.4 0.9 2.7 0.213
H -2.6314 -0.1452 0.2348 -1.6 0.4 -1.2 0.207
H 0.9926 -1.0535 2.1513 -0.9 0.8 -2.8 -0.120
H 0.3261 -1.7082 0.2073 0.3 -2.3 -0.7 0.201
H 3.2828 -1.8623 -0.3056 0.5 -0.5 -0.5 0.401
```
Forces are in eV/Å.

Properties
frontier orbital gap = 8.76 eV
energy relative to the best compared isomer or geometry (same formula, charge and spin) = 718.43 kJ/mol

[7]
C18H22BrN3O3S2 | ωB97M-V/def2-TZVPD

Structure (XYZ):
```
49
Properties=species:S:1:pos:R:3:forces:R:3:nbo_charge:R:1
C -5.1876 -1.3750 0.9570 0.0 -0.1 0.0 -0.633
C -3.7437 -1.5496 0.6016 0.0 0.0 0.1 -0.028
C -3.3368 -1.5062 -0.7280 0.1 -0.1 0.1 -0.201
C -2.0132 -1.6935 -1.0700 0.0 0.0 0.0 -0.250
C -1.0554 -1.9294 -0.0855 -0.2 0.1 0.2 0.212
N 0.2732 -2.1229 -0.4982 -0.1 -0.1 -0.4 -0.629
C 1.3955 -2.2369 0.2674 0.3 -0.2 -0.4 0.661
O 1.4003 -2.2477 1.4800 0.0 0.0 0.3 -0.614
C 2.6964 -2.2558 -0.5412 0.3 0.1 0.2 -0.299
N 3.2050 -0.9209 -0.8258 -0.1 -0.2 -0.1 -0.436
C 2.6038 -0.3117 -2.0006 0.2 -0.1 -0.3 -0.219
C 2.9226 1.1720 -2.1736 -0.3 -0.2 0.3 -0.411
C 1.9590 2.0693 -1.3997 0.0 0.3 -0.7 -0.242
N 2.1984 2.0723 0.0247 -0.1 0.9 0.5 -0.664
S 1.3911 3.2749 0.8383 -0.4 -0.2 0.1 2.355
O 1.4587 4.4707 0.0583 -0.1 -0.1 -0.3 -0.933
O 1.8372 3.2874 2.1936 0.0 -0.3 0.1 -0.926
C -0.3016 2.7177 0.8339 0.5 0.3 -0.2 -0.564
C -0.9302 1.9233 1.7439 0.3 0.2 0.0 -0.209
C -2.2484 1.5928 1.3669 -0.1 0.2 -0.4 -0.281
C -2.5717 2.1392 0.1621 0.4 0.2 -0.1 -0.317
Br -4.1935 1.9660 -0.7382 -0.1 0.1 -0.1 0.125
S -1.2856 3.0759 -0.5275 -0.6 -0.3 0.3 0.516
C 2.1559 0.8014 0.7117 0.1 -0.6 0.4 -0.265
C 3.3561 -0.0857 0.3479 0.0 0.3 0.1 -0.239
C -1.4476 -1.9578 1.2473 0.2 -0.1 0.1 -0.268
C -2.7789 -1.7726 1.5746 -0.2 0.0 -0.2 -0.197
H -5.6127 -0.5229 0.4301 -0.1 0.1 0.0 0.221
H -5.7519 -2.2605 0.6654 -0.1 0.0 0.0 0.221
H -5.3124 -1.2299 2.0271 -0.1 0.0 0.1 0.214
H -4.0679 -1.3244 -1.5016 -0.1 0.0 -0.1 0.215
H -1.7175 -1.6635 -2.1105 0.0 0.0 -0.1 0.204
H 0.3884 -2.1877 -1.5004 0.1 0.0 0.2 0.399
H 3.4478 -2.7743 0.0612 -0.2 -0.1 0.0 0.224
H 2.5750 -2.7904 -1.4859 0.0 0.0 0.0 0.201
H 1.5043 -0.4111 -2.0102 0.1 0.0 0.0 0.155
H 2.9916 -0.8650 -2.8653 -0.2 0.0 0.0 0.200
H 3.9496 1.3793 -1.8820 0.1 0.1 -0.1 0.221
H 2.8147 1.4192 -3.2312 0.0 0.0 0.0 0.226
H 2.0698 3.1072 -1.7177 -0.1 -0.2 -0.2 0.243
H 0.9265 1.7478 -1.6232 0.1 0.0 0.0 0.175
H -0.4613 1.6063 2.6565 0.1 -0.1 0.2 0.250
H -2.9150 0.9820 1.9463 -0.1 -0.1 0.1 0.246
H 2.2002 1.0421 1.7740 0.0 -0.3 0.0 0.248
H 1.2102 0.2765 0.5149 0.0 0.1 0.0 0.187
H 4.2235 0.5659 0.2109 0.0 0.0 0.1 0.206
H 3.5629 -0.7478 1.1890 0.0 0.1 0.0 0.231
H -0.7154 -2.1336 2.0168 0.0 0.0 0.0 0.258
H -3.0696 -1.8121 2.6148 0.0 0.0 0.1 0.211
```
Forces are in eV/Å.

Properties
frontier orbital gap = 8.97 eV
energy relative to the best compared isomer or geometry (same formula, charge and spin) = 2.32 kJ/mol
SMILES = Cc1ccc(NC(=O)CN2CCCN(S(=O)(=O)c3ccc(Br)s3)CC2)cc1

Results for energy: -346.31067 -381.42210 -362.63766 -1070.45977 -1180.10110 -400.41937 -4459.47695 (in hartree, following the order of the records).